1.
Molecular formula: C39H36BrKN10O5S2
Method: DFT, ωB97M-V/def2-TZVPD

Values from the calculation:
HOMO-LUMO gap (spin up / spin down)   3.937 / 3.309 eV
Energy relative to the best compared isomer or geometry (same formula, charge and spin)   51.2 kcal per mole
Charge   -2
Molar mass   907.92 g mol⁻¹

```
94
Properties=species:S:1:pos:R:3:lowdin_charge:R:1
Br -0.9784 2.6419 2.0112 0.77
K -0.5127 -0.0252 -0.5653 0.71
S -1.1619 2.3518 -2.5841 0.55
S -5.3791 0.0116 -0.1436 0.88
O -0.4259 2.5131 -3.8190 -0.32
O 1.9664 -0.3794 -1.0500 -0.01
O 0.8551 -2.4018 0.9038 -0.15
O -2.0836 1.2317 -2.4811 -0.36
O -0.3701 -4.6472 0.1684 0.06
N -1.1642 -2.4109 -1.3865 0.04
N 0.9844 4.2226 -1.6972 0.13
N -0.2742 2.2755 -1.2873 -0.23
N 0.0587 -1.5217 3.0346 -0.03
N -4.5412 7.2242 -1.9028 0.06
N 1.5331 2.6541 0.0210 0.11
N -2.8264 -2.8223 -2.8622 0.15
N -0.2010 -0.1990 2.6598 -0.02
N -2.9768 -0.8051 0.2307 -0.02
N 4.1081 -1.0469 -0.9529 0.17
C 3.7006 4.2743 6.2155 -0.14
C 0.4950 0.6716 3.3490 -0.28
C -0.2906 -4.8737 1.4957 -0.26
C 2.8128 4.6420 -0.2256 -0.09
C -1.8387 4.9786 -3.0620 -0.07
C -1.7045 -3.4302 -3.3731 -0.20
C -4.7316 -1.1077 -1.2981 -0.41
C -0.3154 -6.5359 3.2527 -0.12
C -1.4785 -4.1570 -4.5178 -0.06
C 0.5894 -3.6470 -2.6602 -0.03
C 2.7866 -0.9768 1.1040 -0.07
C 1.9954 4.9700 -1.2893 -0.17
C 2.1916 -2.3699 1.3401 -0.19
C -2.6180 6.1120 -2.8869 -0.05
C -3.8881 -0.0603 0.7282 -0.51
C 3.7965 3.2405 7.1546 -0.16
C 0.7693 3.0837 -1.0177 -0.49
C -0.6927 -3.1601 -2.4225 -0.25
C 0.3522 2.0678 3.2516 -0.65
C -3.7353 6.0758 -2.0624 -0.34
C -0.1837 -4.6451 -4.7352 -0.15
C 2.9057 -0.7379 -0.3809 -0.54
C -2.1771 3.7970 -2.4230 -0.27
C -4.0761 4.8836 -1.4308 -0.04
C -2.4803 -2.1900 -1.6696 -0.28
C -3.3974 -1.4156 -0.9528 -0.38
C 2.0601 2.0572 5.9462 -0.07
C -0.1434 -2.4311 1.9750 -0.30
C -0.2203 -3.8592 2.4530 -0.09
C 1.9661 3.0772 4.9620 -0.25
C 2.5159 3.4351 0.4005 -0.16
C -0.3147 -6.2093 1.9060 -0.02
C 0.8254 -4.3886 -3.8151 -0.14
C 1.0874 3.0950 3.8419 -0.19
C -3.3020 3.7509 -1.6094 -0.04
C 2.8183 4.1981 5.1662 -0.08
C -0.2951 -5.5347 4.2128 -0.12
C 2.9506 2.1496 7.0010 -0.14
C -0.2530 -4.2107 3.7958 -0.04
H 1.3866 -3.4364 -1.9598 0.10
H -0.2585 -3.4129 4.5249 0.10
H -0.3605 -6.9644 1.1333 0.11
H -3.7032 -2.6978 -3.3330 0.14
H 3.7642 -0.8958 1.5939 0.12
H -1.0653 -2.1343 1.4677 0.14
H -0.3214 -5.7704 5.2682 0.09
H 2.1573 5.8929 -1.8434 0.09
H 1.3828 1.2207 5.9155 0.08
H 1.3025 0.3257 3.9982 0.10
H 2.2829 -2.6514 2.3974 0.12
H 1.8228 -4.7686 -4.0004 0.08
H 4.4957 3.2963 7.9797 0.07
H -4.9516 4.8418 -0.7949 0.10
H 4.9208 -1.2074 -0.3856 0.09
H -2.2696 -4.3421 -5.2346 0.09
H 2.9701 1.3465 7.7326 0.09
H 3.6233 5.2772 0.1002 0.08
H 3.0968 3.0907 1.2523 0.10
H 2.7465 -3.1228 0.7654 0.13
H 2.1219 -0.2148 1.5114 0.11
H -0.9528 4.9958 -3.6769 0.10
H -3.7305 0.5044 1.6313 0.06
H -0.3469 -3.6964 -0.0511 0.06
H -5.2343 -1.2886 -2.2285 0.03
H 0.0318 -5.2180 -5.6275 0.07
H 4.3297 5.1558 6.3089 0.08
H -4.0083 8.0806 -1.9905 0.07
H 0.9053 -1.6593 3.5877 0.11
H -2.3499 7.0348 -3.3881 0.10
H -5.0361 7.2276 -1.0200 0.07
H 0.9854 4.0636 3.3720 0.07
H 4.2082 -0.8849 -1.9401 0.10
H -0.3448 -7.5773 3.5512 0.09
H -3.5694 2.8231 -1.1275 0.10
H 2.7672 5.0108 4.4506 0.10
```

=====

2.
Molecular formula: C39H36CoN8O11
Method: DFT, ωB97M-V/def2-TZVPD

Values from the calculation:
HOMO-LUMO gap (spin up / spin down)   6.977 / 6.965 eV
Energy relative to the best compared isomer or geometry (same formula, charge and spin)   0.0 kcal per mole
Charge   -2
Molar mass   851.70 g mol⁻¹
2S+1   2

```
95
Properties=species:S:1:pos:R:3:mulliken_spin:R:1
Co 0.3547 -0.0898 -0.4855 0.98
O 2.4942 2.3521 1.1535 0.00
O 2.3377 0.7310 -3.9327 0.00
O 4.0631 -1.4181 1.8031 0.00
O -6.2869 -1.5347 -1.1815 0.00
O 6.5334 -3.8515 -3.1597 0.00
O 2.2859 -0.5248 -0.0691 0.01
O 5.6483 -2.7640 -4.7900 0.00
O -0.8851 3.1049 1.9416 0.00
O 1.0640 -3.6333 1.7235 0.00
O 0.9208 0.2743 -2.2867 -0.02
O 4.9990 -3.2722 1.2613 0.00
N -4.8289 -2.7021 0.0916 0.00
N 0.1123 -0.2320 1.4029 -0.05
N -0.5134 1.8706 0.0028 0.01
N 5.7303 -3.0375 -3.6006 0.00
N -1.6875 -0.3526 -1.4342 0.01
N 4.3999 -2.2455 0.9761 0.00
N 4.6576 2.4035 0.4163 0.00
N 0.0131 -2.4895 -0.0132 0.01
C -1.1980 2.7858 -0.8124 0.01
C -1.8884 0.2667 -2.5979 0.00
C -1.7840 -4.2275 1.6238 0.00
C -4.1772 -0.3830 -2.6605 0.00
C -0.0321 0.8985 2.0944 0.01
C -0.4879 -3.8211 -1.9624 -0.01
C 0.5530 -1.3441 2.0043 0.03
C 3.0924 -1.0614 -0.8654 0.02
C 4.8434 -2.3634 -2.6775 0.00
C 4.1307 -1.9771 -0.4388 0.00
C 1.0068 3.4385 -1.8675 0.00
C 4.9410 -2.6385 -1.3318 0.00
C 3.0633 -0.7935 -2.2866 -0.01
C -2.7133 -0.9979 -0.8837 0.00
C -0.4962 3.5207 -1.7833 0.00
C 0.6709 -0.1951 4.0877 0.00
C 0.5025 -3.0077 -2.7445 0.01
C 0.2119 0.9478 3.4553 0.01
C -0.6332 -3.5801 -0.5801 0.02
C -2.5813 4.4607 -2.5863 0.00
C 3.5778 1.8256 1.0192 0.00
C 0.5901 -2.6232 1.1847 -0.01
C -5.1350 -1.7748 -0.8556 0.00
C -3.1183 0.2836 -3.2397 0.01
C -2.2440 -5.4082 -0.5179 0.00
C -1.2233 -4.8185 -2.5865 0.00
C 5.8908 1.6768 0.2589 0.00
C -3.9751 -1.0522 -1.4647 0.01
C -3.3778 2.2086 0.3536 0.00
C -2.5954 2.9290 -0.7121 0.00
C 0.8510 -1.3593 3.3522 0.00
C 4.5837 3.7468 -0.1078 0.00
C -1.5391 -4.4021 0.1462 0.00
C -1.1999 4.3414 -2.6591 0.00
C 3.9180 -1.4169 -3.1450 0.00
C -3.2661 3.7583 -1.6060 0.00
C 2.0463 0.1599 -2.8814 0.00
C -2.1058 -5.6243 -1.8792 0.00
C -0.5136 2.1018 1.3113 -0.01
H 5.7669 0.6655 0.6466 0.00
H -4.3466 3.8463 -1.5312 0.00
H 1.3214 2.6631 -2.5694 0.00
H -1.0213 0.7657 -3.0142 0.00
H -3.9257 -3.1544 0.0532 0.00
H -5.6029 -3.2782 0.3785 0.00
H 0.8953 -0.1807 5.1488 0.00
H 0.0640 1.8912 3.9619 0.00
H 5.6637 -3.3513 -0.9666 0.00
H -1.8583 -3.1711 1.9038 0.00
H 4.8421 3.7559 -1.1703 0.00
H 6.1696 1.6086 -0.7971 0.00
H 6.7118 2.1624 0.7985 0.00
H 1.5059 -3.1262 -2.3271 0.00
H -3.2284 0.8279 -4.1684 0.00
H 1.4177 4.3926 -2.2093 0.00
H -1.0857 -4.9731 -3.6525 0.00
H -0.9577 -4.6342 2.2080 0.00
H 0.5240 -3.3203 -3.7908 0.00
H 5.2708 4.4118 0.4263 0.00
H -2.9086 1.2604 0.6176 0.00
H 1.2134 -2.2832 3.7804 0.00
H 0.2719 -1.9419 -2.6993 0.00
H -0.6451 4.9057 -3.4033 0.00
H 3.7700 0.7931 1.3391 0.00
H -2.9213 -6.0323 0.0598 0.00
H 1.4291 3.1840 -0.8951 0.00
H -3.1164 5.1025 -3.2783 0.00
H 3.5661 4.1074 0.0150 0.00
H -2.7086 -4.7317 1.9169 0.00
H -2.6711 -6.4038 -2.3769 0.00
H 3.8672 -1.1792 -4.1980 0.00
H -5.1615 -0.4088 -3.1124 0.00
H -2.5081 -1.4586 0.0775 0.00
H -3.4057 2.8088 1.2667 0.00
H -4.4001 2.0145 0.0195 0.00
```

=====

Question: Look up the charge of the second one.
Answer: -2

=====

Question: Look up the charge of the second one.
Answer: -2

=====

Question: energy relative to the best compared isomer or geometry (same formula, charge and spin) of number 1 (C39H36BrKN10O5S2)?
Answer: 51.2 kcal per mole

=====

Question: The lowest energy relative to the best compared isomer or geometry (same formula, charge and spin) belongs to which entry?
Answer: C39H36CoN8O11